1.
The following is a quantum chemistry calculation of a cluster of 10 separate species, C21H60NO18 in total at a distorted geometry, from OMol25.

Computed properties:
LUMO ... 2.6 eV
Total charge ... -1
HOMO level ... -6.82 eV
Multiplicity ... 1
F_max ... 0.0367 Eh/bohr

Structure (XYZ):
```
100
C21H60NO18 (ωB97M-V/def2-TZVPD)
N 5.99 -10.83 -10.49
O 5.38 -11.17 -9.45
O 7.23 -10.72 -10.43
O 5.35 -10.58 -11.53
C 6.86 -5.06 -9.85
C 6.08 -6.37 -10.02
C 6.49 -7.38 -8.99
O 4.70 -6.08 -10.02
H 6.78 -4.66 -8.84
H 6.49 -4.24 -10.48
H 7.89 -5.18 -10.21
H 6.37 -6.68 -11.03
H 6.44 -7.04 -7.95
H 7.53 -7.69 -9.12
H 5.86 -8.27 -9.06
H 4.21 -6.92 -10.18
C 1.52 -6.87 -11.48
C 2.46 -7.94 -12.00
C 3.38 -7.51 -13.15
O 3.28 -8.32 -10.88
H 2.07 -6.02 -11.07
H 0.91 -7.29 -10.69
H 0.93 -6.51 -12.32
H 1.94 -8.84 -12.34
H 2.91 -7.52 -14.13
H 4.27 -8.14 -13.16
H 3.80 -6.52 -12.95
H 3.91 -9.01 -11.18
C 9.66 -15.51 -9.89
C 8.18 -15.25 -9.69
C 7.64 -14.25 -10.68
O 7.56 -16.53 -9.94
H 10.29 -14.63 -9.80
H 9.83 -15.90 -10.90
H 10.00 -16.21 -9.12
H 7.91 -14.98 -8.67
H 7.81 -14.52 -11.73
H 8.12 -13.27 -10.60
H 6.56 -14.07 -10.62
H 6.64 -16.54 -9.66
C 4.74 -13.84 -13.22
C 3.82 -14.71 -14.07
O 2.46 -14.49 -13.72
O 4.57 -12.49 -13.61
H 5.75 -14.21 -13.43
H 4.46 -14.01 -12.18
H 4.14 -15.75 -13.90
H 4.00 -14.48 -15.12
H 1.95 -15.19 -14.13
H 5.06 -11.94 -12.98
C 5.93 -14.04 -6.82
C 4.86 -12.99 -6.51
O 3.98 -12.81 -7.62
O 5.33 -15.33 -6.96
H 6.64 -14.02 -5.98
H 6.41 -13.77 -7.76
H 5.38 -12.02 -6.43
H 4.29 -13.21 -5.61
H 4.51 -12.37 -8.29
H 5.24 -15.73 -6.09
C 3.11 -8.99 -7.23
C 2.62 -9.09 -5.80
O 2.40 -10.44 -5.39
O 2.05 -9.16 -8.14
H 3.92 -9.72 -7.42
H 3.58 -7.99 -7.33
H 1.69 -8.52 -5.72
H 3.41 -8.64 -5.18
H 2.25 -10.43 -4.44
H 2.41 -9.08 -9.03
C 8.69 -8.19 -12.66
C 8.66 -9.56 -13.33
O 9.52 -9.62 -14.44
O 9.94 -7.82 -12.12
H 7.95 -8.12 -11.85
H 8.41 -7.45 -13.42
H 7.59 -9.71 -13.56
H 8.89 -10.34 -12.61
H 9.76 -8.72 -14.69
H 10.01 -8.20 -11.23
C 10.22 -9.94 -8.63
C 10.44 -11.43 -8.80
O 11.41 -11.68 -9.80
O 9.61 -9.42 -9.85
H 11.19 -9.43 -8.66
H 9.62 -9.61 -7.79
H 9.52 -11.95 -9.10
H 10.74 -11.87 -7.84
H 11.27 -11.01 -10.48
H 8.75 -9.88 -9.91
C 0.63 -11.74 -11.59
C 2.10 -11.88 -11.38
O 2.51 -11.33 -10.14
O -0.11 -12.33 -10.52
H 0.36 -12.30 -12.49
H 0.31 -10.71 -11.79
H 2.64 -11.43 -12.23
H 2.42 -12.92 -11.47
H 3.47 -11.18 -10.22
H -1.05 -12.22 -10.66
```

Atomic partial charges in e from the Mulliken method, atoms 1 to 6: 0.767, -0.517, -0.728, -0.748, -1.712, 1.138

2.
The following is a quantum chemistry calculation of a cluster of 4 separate species, C21H61BN9O7P3 in total at a distorted geometry, from OMol25.

Computed properties:
LUMO ... -1.4 eV
HOMO level ... -7.22 eV
Multiplicity ... 1
F_max ... 0.1429 Eh/bohr

Structure (XYZ):
```
102
C21H61BN9O7P3 (ωB97M-V/def2-TZVPD)
O -4.45 -2.57 2.80
C -3.23 -2.51 3.13
O -2.56 -1.28 2.93
C -1.30 -1.45 2.22
C -1.51 -1.61 0.61
B -2.00 -0.22 -0.11
O -3.30 -0.23 -0.77
O -1.26 1.01 -0.09
H -2.78 -3.45 3.61
H -0.70 -0.48 2.39
H -0.64 -2.30 2.61
H -0.48 -1.89 0.17
H -2.28 -2.44 0.42
H -3.97 -0.60 -0.16
H -1.61 1.63 0.58
O 2.09 -3.66 1.50
P 3.42 -3.95 0.78
N 2.95 -3.08 -0.60
C 2.41 -3.50 -1.87
C 2.93 -1.63 -0.47
N 3.20 -5.65 0.80
C 2.69 -6.48 -0.28
C 2.65 -6.17 2.06
N 4.98 -4.28 -0.04
C 6.05 -3.41 0.47
C 5.25 -4.60 -1.43
H 3.02 -3.10 -2.69
H 1.38 -3.15 -2.02
H 2.39 -4.58 -2.01
H 3.90 -1.21 -0.77
H 2.73 -1.32 0.56
H 2.16 -1.16 -1.09
H 1.78 -6.07 -0.73
H 2.44 -7.49 0.07
H 3.45 -6.66 -1.04
H 1.56 -6.10 2.09
H 3.06 -5.62 2.91
H 2.94 -7.22 2.21
H 6.02 -2.42 -0.01
H 7.03 -3.85 0.30
H 5.94 -3.26 1.54
H 5.37 -3.70 -2.05
H 4.49 -5.22 -1.90
H 6.18 -5.18 -1.48
O 5.29 0.95 -2.80
P 5.24 2.30 -3.55
N 6.33 3.05 -2.49
C 6.13 3.94 -1.37
C 7.73 2.64 -2.59
N 3.56 2.51 -3.31
C 2.91 3.33 -2.30
C 2.77 1.27 -3.45
N 5.21 3.81 -4.50
C 6.04 3.71 -5.70
C 5.19 5.19 -4.05
H 6.72 4.85 -1.51
H 6.44 3.49 -0.42
H 5.10 4.27 -1.24
H 8.26 3.28 -3.30
H 7.82 1.61 -2.94
H 8.25 2.69 -1.63
H 3.33 3.18 -1.30
H 1.84 3.12 -2.22
H 2.94 4.39 -2.57
H 2.76 0.70 -2.52
H 3.17 0.65 -4.25
H 1.73 1.50 -3.73
H 7.10 3.90 -5.47
H 5.72 4.43 -6.47
H 5.96 2.72 -6.14
H 6.20 5.59 -3.88
H 4.62 5.36 -3.15
H 4.71 5.81 -4.82
O -7.28 3.97 2.69
P -7.04 2.45 2.85
N -7.75 2.08 1.36
C -9.07 1.59 1.01
C -6.99 2.43 0.17
N -7.98 2.33 4.28
C -9.35 1.87 4.39
C -7.81 3.46 5.22
N -6.67 0.71 3.05
C -5.26 0.42 2.75
C -7.47 -0.45 2.73
H -8.98 0.68 0.41
H -9.63 2.32 0.43
H -9.68 1.32 1.87
H -6.35 1.59 -0.14
H -6.34 3.29 0.35
H -7.63 2.69 -0.68
H -10.01 2.33 3.65
H -9.79 2.11 5.37
H -9.42 0.79 4.34
H -8.45 4.30 4.95
H -6.77 3.79 5.23
H -8.04 3.15 6.24
H -5.10 0.32 1.67
H -4.94 -0.50 3.24
H -4.62 1.23 3.12
H -7.33 -0.77 1.69
H -8.54 -0.32 2.89
H -7.18 -1.28 3.38
```

Atomic partial charges in e from the Mulliken method, atoms 1 to 6: -0.467, 0.176, -0.195, -0.478, 0.009, 0.518

3.
The following is a quantum chemistry calculation of a cluster of 13 separate species, C21H61N2O14 in total at a distorted geometry, from OMol25.

Computed properties:
LUMO ... -4.7 eV
Total charge ... +1
HOMO level ... -11.89 eV
Multiplicity ... 1
F_max ... 0.0225 Eh/bohr

Structure (XYZ):
```
98
C21H61N2O14 (ωB97M-V/def2-TZVPD)
C -2.77 3.50 -1.61
C -3.96 3.00 -0.75
C -3.53 1.76 0.03
N -3.04 0.73 -0.86
O -3.03 -0.56 -0.24
C -1.89 -0.93 0.33
O -1.58 -2.09 0.45
C -0.94 0.07 0.93
C 0.05 0.68 0.16
C 0.93 1.53 0.78
N 0.80 1.76 2.10
C -0.14 1.19 2.87
C -1.04 0.34 2.29
H -2.73 2.94 -2.54
H -2.94 4.56 -1.81
H -1.84 3.42 -1.04
H -4.16 3.77 -0.01
H -4.83 2.79 -1.37
H -4.35 1.36 0.63
H -2.76 2.09 0.76
H -2.14 0.93 -1.27
H 0.14 0.49 -0.91
H 1.73 2.03 0.26
H 1.46 2.40 2.53
H -0.15 1.43 3.93
H -1.80 -0.14 2.90
C 0.57 -0.53 -4.27
O 0.85 0.48 -3.29
H -0.19 -1.20 -3.87
H 0.19 -0.08 -5.19
H 1.47 -1.11 -4.49
H 1.52 1.06 -3.67
C -6.62 2.61 -3.78
O -5.46 3.43 -3.77
H -6.71 2.16 -2.79
H -7.52 3.19 -3.99
H -6.53 1.81 -4.52
H -5.38 3.83 -4.65
C 3.45 3.43 -1.08
O 2.32 2.75 -1.65
H 3.09 4.38 -0.67
H 3.86 2.83 -0.27
H 4.21 3.64 -1.83
H 2.64 1.92 -2.01
C -3.90 -3.63 2.66
O -3.41 -4.19 1.45
H -4.68 -4.27 3.04
H -3.09 -3.57 3.40
H -4.31 -2.63 2.48
H -2.70 -3.61 1.14
C -0.80 -4.89 -2.28
O -0.09 -4.28 -1.22
H -0.34 -5.85 -2.48
H -1.85 -5.05 -2.01
H -0.76 -4.28 -3.19
H -0.50 -3.43 -1.05
C 5.79 1.19 1.57
O 4.95 2.29 1.89
H 5.53 0.84 0.57
H 6.85 1.46 1.58
H 5.61 0.39 2.28
H 5.18 2.59 2.77
C 3.01 -1.62 2.81
O 3.34 -0.31 2.32
H 3.94 -2.11 3.09
H 2.36 -1.56 3.69
H 2.52 -2.21 2.03
H 2.54 0.14 2.05
C 4.30 0.69 5.88
O 4.57 1.27 4.60
H 4.98 1.14 6.60
H 3.27 0.90 6.20
H 4.46 -0.38 5.87
H 3.97 0.88 3.96
C -2.75 4.97 -6.67
O -3.99 4.47 -7.18
H -2.93 5.97 -6.29
H -2.38 4.34 -5.85
H -2.00 5.01 -7.46
H -3.83 3.58 -7.51
C 6.67 -1.72 4.91
O 6.81 -0.34 4.60
H 7.62 -2.05 5.33
H 5.89 -1.89 5.65
H 6.46 -2.31 4.02
H 5.98 0.01 4.22
C -0.77 -3.93 -6.26
O -1.39 -2.71 -5.87
H 0.01 -3.69 -6.97
H -0.32 -4.44 -5.40
H -1.48 -4.61 -6.73
H -2.09 -2.93 -5.25
C -1.40 -4.64 6.03
O -0.44 -4.06 5.15
H -1.15 -4.34 7.05
H -2.40 -4.29 5.80
H -1.37 -5.73 5.97
H -0.66 -4.34 4.26
```

Atomic partial charges in e from the Mulliken method, atoms 1 to 6: -1.148, -0.102, -0.390, -0.202, -0.223, -0.571

Look up the LUMO of the second one. -1.4 eV